Entry 1:
C20H15FeN5O6S | ωB97M-V/def2-TZVPD

E_HOMO (spin up / spin down) = -11.402 / -11.413 eV
maximum force = 4.40 eV/Å
calculated total energy = -85934.5449 eV
LUMO (spin up / spin down) = -0.1546 / -0.1464 hartree
HOMO-LUMO gap (spin up / spin down) = 7.20 / 7.43 eV
expectation value of S² = 0.9664
2S+1 = 2
charge = +1

The geometry in XYZ format:
```
48
Properties=species:S:1:pos:R:3:lowdin_spin:R:1
Fe -0.8022 0.3407 -0.1031 1.03
O -0.0665 4.3891 1.7696 0.00
C -0.3726 3.2572 1.1562 0.00
O 0.4235 2.5966 0.5197 0.01
C -1.7809 2.8382 1.3260 0.00
C -2.7139 3.5359 2.0670 0.00
C -3.9859 2.9826 2.2016 0.00
C -4.2744 1.7764 1.5999 0.00
C -3.2795 1.1462 0.8604 0.00
N -2.0707 1.6705 0.7285 0.00
C -3.4232 -0.1763 0.1432 0.00
O -4.4651 -0.7717 0.1299 0.01
O -2.3209 -0.5424 -0.4393 0.00
H 0.8777 4.5729 1.6318 0.00
H -2.4564 4.4726 2.5365 0.00
H -4.7356 3.4941 2.7881 0.00
H -5.2426 1.3041 1.6729 0.00
O -0.8804 -0.2837 1.7687 -0.03
N 0.1436 -0.7463 2.3186 0.01
N 1.1471 -0.7711 1.4013 -0.01
O 0.9320 -0.2560 0.2388 -0.03
C 2.4175 -1.3061 1.7604 0.00
C 3.5033 -0.9785 0.9612 0.00
C 4.7450 -1.4791 1.3164 0.00
C 4.8796 -2.2858 2.4372 0.00
C 3.7737 -2.6027 3.2159 0.00
C 2.5202 -2.1148 2.8853 0.00
H 3.3761 -0.3520 0.0923 0.00
H 5.6109 -1.2305 0.7193 0.00
H 5.8522 -2.6739 2.7050 0.00
H 3.8844 -3.2346 4.0858 0.00
H 1.6531 -2.3597 3.4758 0.00
N -0.0168 2.5656 -2.4362 0.00
C -0.0764 1.2706 -2.7615 0.00
N -0.4060 0.3132 -1.9246 -0.01
C -0.3617 -0.9499 -2.5687 0.00
C -0.6415 -2.1896 -1.9991 0.00
C -0.5171 -3.3191 -2.7865 0.00
C -0.1303 -3.2352 -4.1248 0.00
C 0.1279 -2.0095 -4.7059 0.00
C 0.0095 -0.8789 -3.9104 0.00
S 0.2899 0.7751 -4.3746 0.00
H -0.0802 2.8315 -1.4667 0.00
H 0.2822 3.2456 -3.1123 0.00
H -0.9803 -2.2764 -0.9802 0.00
H -0.7374 -4.2857 -2.3567 0.00
H -0.0369 -4.1353 -4.7156 0.00
H 0.4060 -1.9338 -5.7472 0.00
```


Entry 2:
C20H15I2N3O3S2Tc | ωB97M-V/def2-TZVPD

E_HOMO (spin up / spin down) = -13.543 / -13.553 eV
maximum force = 0.58 eV/Å
calculated total energy = -71650.5793 eV
LUMO (spin up / spin down) = -0.2959 / -0.3033 hartree
HOMO-LUMO gap (spin up / spin down) = 5.49 / 5.30 eV
expectation value of S² = 0.7600
2S+1 = 2
charge = +2

The geometry in XYZ format:
```
46
Properties=species:S:1:pos:R:3:lowdin_spin:R:1
Tc 0.5655 -0.1723 -0.2341 0.88
I -1.2100 2.1338 6.8697 0.00
C -0.5305 1.7566 4.9474 -0.01
C 0.4568 2.5620 4.3907 0.00
C 0.9090 2.3097 3.1062 0.00
I 2.3884 3.4952 2.2610 0.00
C 0.3632 1.2568 2.3752 0.01
O 0.8072 1.0731 1.0945 0.00
C -0.6199 0.4373 2.9365 0.00
C -1.1829 -0.7269 2.1637 0.00
N -0.0812 -1.3555 1.3879 0.00
C -0.3456 -2.7262 0.8929 0.00
C 0.8062 -3.1036 0.0052 0.01
C 1.2331 -4.3998 -0.1845 0.00
C 2.3054 -4.6345 -1.0349 0.01
C 2.9200 -3.5638 -1.6710 0.00
C 2.4381 -2.2928 -1.4522 0.01
N 1.4033 -2.0691 -0.6232 0.01
C -1.0568 0.6915 4.2257 0.00
H 0.8756 3.3822 4.9568 0.00
H -1.9644 -0.4322 1.4609 0.00
H -1.6062 -1.4580 2.8545 0.00
H 0.7232 -1.4085 2.0181 0.00
H -1.2831 -2.7155 0.3333 0.00
H -0.4503 -3.4210 1.7267 0.00
H 0.7375 -5.2122 0.3292 0.00
H 2.6598 -5.6441 -1.1949 0.00
H 3.7608 -3.7087 -2.3337 0.00
H 2.8681 -1.4265 -1.9342 0.00
H -1.8128 0.0581 4.6716 0.00
O -1.7718 -1.2393 -3.2837 0.00
S -1.1492 -0.2750 -2.4677 0.01
O -1.3114 -0.4985 -0.9566 0.05
N 0.5133 -0.2104 -2.4204 0.02
C 0.8536 1.1162 -2.2598 0.00
S 2.2569 1.4339 -1.4292 -0.01
C -0.2083 2.0560 -2.6683 0.00
C -0.1304 3.4218 -2.8608 0.00
C -1.2887 4.0888 -3.2529 0.00
C -2.4927 3.4126 -3.4316 0.00
C -2.5871 2.0390 -3.2186 0.00
C -1.4261 1.3998 -2.8418 0.00
H 0.8054 3.9487 -2.7294 0.00
H -1.2508 5.1550 -3.4299 0.00
H -3.3713 3.9609 -3.7428 0.00
H -3.5186 1.5056 -3.3510 0.00
```


In the order shown, the computed energy above the lowest of the compared OMol25 structures with the same formula, charge and spin values come out to 0.9422; 0.0000 eV.